Version 1
Computed, not measured: a 2-piece molecular cluster, C4H9S overall, with ωB97M-V/def2-TZVPD.

The gap between HOMO and LUMO is 6.79 eV. Its molar mass is 89.2 g mol⁻¹. Its multiplicity is 1. As for the charge: -1.

Positions of all 14 atoms, in Å:
C  1.78883  -0.41305  -0.78461
C  1.00942  0.50456  0.09956
C  -0.23733  0.89750  -0.13758
C  -1.23846  1.21516  0.93351
H  1.40334  -0.39724  -1.80459
H  2.86276  -0.20442  -0.79093
H  1.63848  -1.43406  -0.42373
H  1.41748  0.72005  1.08696
H  -0.66154  0.69028  -1.11643
H  -0.77039  1.54916  1.86099
H  -1.92355  1.99998  0.59107
H  -1.84246  0.31925  1.09036
S  -1.42831  -2.12228  -0.24429
H  -2.01825  -3.32489  -0.36028

Version 2
Computed, not measured: a 2-piece molecular cluster, C4H9S overall, with ωB97M-V/def2-TZVPD.

The gap between HOMO and LUMO is 5.88 eV. Its molar mass is 89.2 g mol⁻¹. Its multiplicity is 1. As for the charge: -1.

Positions of all 14 atoms, in Å:
C  1.66348  1.65932  -0.70269
S  2.24111  -0.05391  -0.31358
H  0.65361  1.84884  -0.33506
H  2.35585  2.30589  -0.16055
H  1.76980  1.88187  -1.76086
C  -1.57032  -1.15765  -0.56500
C  -2.57887  -0.54437  0.38784
C  -2.23749  -0.12439  1.59818
H  -2.00118  -1.22966  -1.56114
H  -0.70784  -0.50534  -0.52522
H  -1.34273  -2.15373  -0.21229
H  -3.63113  -0.50602  0.08373
H  -2.89633  0.08293  2.42752
H  -1.16464  -0.18554  1.80424

In eV, relative to the most stable structure: version 1 0.000; version 2 0.631.

Version 1
Computed, not measured: one molecule with the formula H7N3Si, with ωB97M-V/def2-TZVPD.

The gap between HOMO and LUMO is 10.27 eV. Its molar mass is 77.2 g mol⁻¹. Its multiplicity is 1.

Positions of all 11 atoms, in Å:
N  0.51116  -0.82496  1.21228
Si  -0.31053  0.08204  -0.00652
N  0.34882  1.67360  0.04337
N  -0.19001  -0.71861  -1.55028
H  1.19059  -1.55643  1.00423
H  -0.17045  -1.29383  1.86859
H  -1.98251  -0.21278  0.01931
H  0.55527  2.21507  0.89568
H  0.07124  2.31906  -0.63391
H  -0.17770  0.00251  -2.29919
H  0.58609  -1.40783  -1.65147

Version 2
Computed, not measured: H7N3Si as an isolated structure, with ωB97M-V/def2-TZVPD.

The gap between HOMO and LUMO is 9.40 eV. Its molar mass is 77.2 g mol⁻¹. Its multiplicity is 1.

Positions of all 11 atoms, in Å:
N  0.41268  1.68980  0.25510
N  -0.24613  -0.42773  -1.49951
N  0.71378  -1.20444  1.10280
Si  -0.04058  0.04829  0.10208
H  1.27497  1.83777  0.71047
H  0.09047  2.52269  -0.21479
H  0.11208  -1.43959  -1.58186
H  -1.13242  -0.28981  -1.94438
H  0.65546  -2.06079  0.58928
H  1.78979  -0.99224  1.32824
H  -1.50009  0.20518  1.14304

In eV, relative to the most stable structure: version 1 0.000; version 2 0.819.

Version 1
Computed, not measured: a 2-piece molecular cluster, C2H10N overall, with ωB97M-V/def2-TZVPD.

The gap between HOMO and LUMO is 11.52 eV. Its molar mass is 48.1 g mol⁻¹. Its multiplicity is 1. As for the charge: +1.

Positions of all 13 atoms, in Å:
N  -2.08487  0.07896  -0.15048
H  -2.50602  -0.50005  0.59090
H  -2.37263  -0.28477  -1.07126
H  -2.46179  1.03343  -0.10325
H  -1.05770  0.16756  -0.11498
C  1.38639  0.72253  0.05847
C  1.24050  -0.79750  0.16530
H  1.64827  1.07433  1.05008
H  0.48201  1.23842  -0.27643
H  2.15720  0.97708  -0.66314
H  2.13781  -1.35105  0.42815
H  0.45822  -1.08712  0.87457
H  0.97261  -1.27182  -0.78790

Version 2
Computed, not measured: a 2-piece molecular cluster, C2H10N overall, with ωB97M-V/def2-TZVPD.

The gap between HOMO and LUMO is 11.01 eV. Its molar mass is 48.1 g mol⁻¹. Its multiplicity is 1. As for the charge: +1.

Positions of all 13 atoms, in Å:
N  0.66265  -2.28540  -0.83211
H  0.50809  -1.45712  -1.40913
H  0.65887  -2.00340  0.15451
H  1.54570  -2.75853  -1.03707
H  -0.07790  -2.98571  -0.92924
C  -0.14422  2.05571  0.87891
C  -0.69069  0.85349  0.08959
H  0.36521  2.71946  0.20537
H  -0.95968  2.51671  1.42523
H  0.51573  1.73472  1.67804
H  0.15329  0.35453  -0.42084
H  -1.48581  1.19284  -0.54880
H  -1.05123  0.06272  0.74553

In eV, relative to the most stable structure: version 1 0.000; version 2 0.132.

Version 1
Computed, not measured: a 16-piece molecular cluster, H31O16 overall, with ωB97M-V/def2-TZVPD.

The gap between HOMO and LUMO is 9.09 eV. Its molar mass is 287.2 g mol⁻¹. Its multiplicity is 1. As for the charge: -1.

Positions of all 47 atoms, in Å:
O  -0.87849  1.08814  -3.30212
H  -2.03608  -0.91931  1.41333
H  -4.24091  0.84933  0.23827
O  0.65659  4.29962  3.42139
H  -0.55234  0.22443  -2.89036
H  -0.40150  1.01203  -4.12467
O  1.35642  -4.01584  -0.58994
H  1.17048  3.48599  3.44284
H  -4.11097  2.30602  0.10405
O  -4.69421  1.58948  -0.19738
H  0.73479  -5.91724  0.51776
H  0.04152  4.22729  2.69838
O  -1.51166  -1.61120  1.84774
H  -3.20803  -4.36613  2.32385
H  3.92939  0.96126  -3.03662
O  -0.21633  1.34086  0.34207
H  -0.55160  1.14325  -0.50561
H  -1.75089  1.36010  1.60942
O  -1.84495  -2.00272  -0.61869
H  -1.64882  -2.93893  -0.63291
H  -1.01093  -1.63712  -1.01817
O  -3.38262  3.44956  -3.61674
H  -2.57645  2.88394  -3.61732
H  0.67853  -3.58479  -1.12521
O  0.24457  -0.95940  -1.95660
H  0.77645  -0.88778  -0.75485
O  -3.29402  -3.60780  1.72766
H  -0.66626  -1.55977  1.36001
H  -2.55931  -3.06477  2.02379
O  5.31495  2.92978  1.37904
H  1.96706  -3.32623  -0.33407
H  4.63760  3.46583  1.74729
O  4.20705  0.85563  -2.12631
H  1.64537  -4.99932  1.15395
H  1.72528  -0.80521  0.84424
O  2.78752  1.76386  1.28189
H  4.76784  2.08922  1.27522
H  0.25806  0.40468  0.49823
O  0.94853  -0.99045  0.37185
H  4.30690  -0.07781  -2.04204
H  3.13403  1.87500  0.36636
O  0.86797  -5.48592  1.37930
H  0.80367  -1.33226  -2.62870
H  -3.70545  3.21417  -2.74571
O  -2.32898  2.15999  1.81895
H  1.94030  2.24354  1.10002
H  -1.73006  2.86698  1.57710

Version 2
Computed, not measured: a 16-piece molecular cluster, H31O16 overall, with ωB97M-V/def2-TZVPD.

The gap between HOMO and LUMO is 7.16 eV. Its molar mass is 287.2 g mol⁻¹. Its multiplicity is 1. As for the charge: -1.

Positions of all 47 atoms, in Å:
O  -1.17837  1.54954  -3.77122
H  3.11915  -0.89650  2.29569
H  1.36996  4.06299  -4.27588
O  3.54615  -0.55897  -1.12145
H  -1.00708  1.04053  -2.93621
H  -1.69507  2.21787  -3.40339
O  -3.41569  -0.89083  3.45779
H  4.17958  -0.32334  -0.49022
H  2.59057  3.95499  -3.43876
O  1.92301  4.58667  -3.66355
H  -0.57951  -0.45088  -0.58366
H  2.71809  -0.60263  -0.75299
O  4.11394  -0.57872  2.26884
H  -3.86521  -0.62146  1.28256
H  1.11773  -1.31925  2.69752
O  -3.51533  2.38375  -2.29290
H  -3.25264  2.09102  -1.37861
H  -2.80264  3.03016  -2.46362
O  -1.44055  2.44161  0.13798
H  -0.73431  1.93049  -0.28410
H  -1.48660  1.97804  0.96243
O  1.92353  -2.46485  4.45739
H  2.80631  -2.71425  4.02294
H  -3.50849  -1.34433  4.33198
O  1.37914  4.03839  1.04240
H  1.96423  4.10087  0.22946
O  -4.03924  0.22064  0.95746
H  3.88318  0.33748  1.98586
H  -3.51365  0.44313  0.23402
O  -3.65848  -3.18200  -0.77146
H  -3.16519  -1.69935  2.97315
H  -3.27756  -3.82966  -0.22094
O  1.69247  -0.52343  2.77087
H  2.37401  -3.64559  1.49522
H  -0.00887  0.04151  -4.75339
O  0.62201  -1.14661  0.38159
H  -2.99627  -3.09363  -1.43800
H  -2.06343  -1.02206  -0.21803
O  0.65934  -0.40823  -5.24639
H  0.86406  -0.08247  2.69960
H  1.46013  -0.41609  -4.65189
O  -1.62236  -0.29356  -0.54281
H  0.48811  3.79771  0.73357
H  2.29991  -2.12423  5.35793
O  2.84166  -4.04998  0.78911
H  0.39629  -1.62564  1.16023
H  2.49398  -4.33885  -0.02609

In eV, relative to the most stable structure: version 1 0.000; version 2 3.609.

Version 1
Computed, not measured: a 2-piece molecular cluster, C8H13N4 overall, with ωB97M-V/def2-TZVPD.

The gap between HOMO and LUMO is 7.40 eV. Its molar mass is 165.2 g mol⁻¹. Its multiplicity is 1. As for the charge: +1.

Positions of all 25 atoms, in Å:
C  -2.07806  0.78089  0.67730
C  -1.11553  1.55547  -0.06568
C  -2.00309  -0.61361  0.67558
C  -0.27788  0.81474  -0.88880
C  5.02261  -0.44683  0.30785
C  -1.18983  2.97516  0.08975
C  -2.98196  -1.59129  1.22088
C  0.77495  -1.37604  -1.50621
N  -1.07927  -1.21808  -0.08897
N  3.81628  -0.73063  0.35807
N  -0.24545  -0.60609  -0.82917
N  2.71280  -1.02872  0.34327
H  -2.79633  1.22311  1.30992
H  5.81905  -1.23707  -0.03573
H  5.33763  0.51195  0.78477
H  -0.23112  3.33587  -0.46132
H  -1.34992  3.26820  1.07814
H  -1.92582  3.42909  -0.47684
H  -3.63898  -2.06412  0.41518
H  -3.68914  -1.04057  1.97929
H  -2.36101  -2.32728  1.62758
H  0.85649  -1.22698  -2.63697
H  1.70128  -1.17809  -0.92075
H  0.47957  -2.41376  -1.33515
H  0.44272  1.20466  -1.62197

Version 2
Computed, not measured: an isolated ion of composition C8H13N4 and charge +1, with ωB97M-V/def2-TZVPD.

The gap between HOMO and LUMO is 8.48 eV. Its molar mass is 165.2 g mol⁻¹. Its multiplicity is 1. As for the charge: +1.

Positions of all 25 atoms, in Å:
C  -2.48984  -0.14715  1.70959
C  -2.31410  -0.45129  0.42684
N  -3.34246  0.08991  -0.45735
N  -1.57365  -1.40433  -0.10843
C  -0.31785  -1.58256  -0.15249
C  0.81246  -0.72479  -0.03114
C  2.11423  -1.14074  0.05736
N  2.90354  -0.05017  0.06386
N  4.31410  -0.19849  0.26118
C  2.18955  1.07967  -0.14432
C  0.86730  0.70417  -0.27181
C  -0.26442  1.63632  -0.67604
H  -3.16988  0.61407  2.06473
H  -1.92488  -0.74065  2.37785
H  -4.01332  0.61175  0.06365
H  -3.70961  -0.63951  -1.12028
H  -2.93095  0.66039  -1.29403
H  -0.00145  -2.60426  -0.31734
H  2.57009  -2.14993  0.32643
H  4.76098  0.02893  -0.53206
H  4.46981  -1.19378  0.52104
H  2.56125  2.06160  -0.39030
H  -0.89148  1.05469  -1.19821
H  0.15612  2.34001  -1.35505
H  -0.77552  2.14617  0.17634

In eV, relative to the most stable structure: version 1 0.978; version 2 0.000.

Version 1
Computed, not measured: a 3-piece molecular cluster, CH2ClNO2S2 overall, with ωB97M-V/def2-TZVPD.

The gap between HOMO and LUMO is 8.79 eV. Its molar mass is 159.6 g mol⁻¹. Its multiplicity is 1.

Positions of all 9 atoms, in Å:
C  -0.69164  -1.57913  0.08517
N  0.40938  -1.79697  0.44617
O  -1.72029  2.00484  -1.23789
O  -0.05862  1.36923  0.56666
S  -2.19312  -1.36893  -0.16497
S  -1.46442  1.36703  0.02427
Cl  2.77050  0.28242  0.00561
H  1.24148  -1.38454  0.41698
H  1.70673  1.10606  -0.14201

Version 2
Computed, not measured: CH2ClNO2S2 as an isolated structure, with ωB97M-V/def2-TZVPD.

The gap between HOMO and LUMO is 10.45 eV. Its molar mass is 159.6 g mol⁻¹. Its multiplicity is 1.

Positions of all 9 atoms, in Å:
C  -0.18105  -0.61472  0.90564
N  -0.04597  0.48476  0.32187
O  1.73617  0.09083  -1.53731
O  -0.68772  -0.24412  -1.93841
S  -0.69918  -0.71351  2.50363
S  0.36218  0.46814  -1.30106
Cl  0.27419  -1.97001  0.00709
H  -1.16819  0.50539  2.40093
H  0.40957  1.99323  -1.36237

In eV, relative to the most stable structure: version 1 0.000; version 2 1.392.